No. 1
{
  "formula": "C11H28FINO6PS2",
  "method": "ωB97M-V/def2-TZVPD",
  "homo_ev": -8.80,
  "spin_multiplicity": 1,
  "gap_ev": 9.180,
  "total_energy_ha": -2477.41085,
  "fmax_ha_per_bohr": 0.0282,
  "smiles": "CCOS(C)(=O)=O.CCOS(C)(=O)=O.CCNP(F)CCCI",
  "e_lumo_ev": 0.38,
  "elements": ["C", "C", "N", "P", "F", "C", "C", "C", "I", "H", "H", "H", "H", "H", "H", "H", "H", "H", "H", "H", "H", "O", "S", "O", "O", "C", "C", "C", "H", "H", "H", "H", "H", "H", "H", "H", "O", "S", "O", "O", "C", "C", "C", "H", "H", "H", "H", "H", "H", "H", "H"],
  "positions_angstrom": [[0.5698, 2.2380, -1.7650], [1.6649, 3.3180, -1.6499], [1.4914, 4.0944, -0.4062], [2.9363, 4.6044, 0.3226], [3.0392, 6.1917, 0.0309], [2.3235, 4.6945, 2.0686], [2.9709, 5.8274, 2.8629], [2.2379, 6.2315, 4.1553], [1.1282, 4.6605, 5.1382], [-0.0835, 2.4687, -2.6010], [-0.0449, 2.2809, -0.8723], [0.9740, 1.2326, -1.8148], [1.5694, 3.9742, -2.5139], [2.6551, 2.8795, -1.6700], [0.8109, 4.8390, -0.5221], [2.5112, 3.7166, 2.4946], [1.2539, 4.8859, 1.9983], [3.0331, 6.7158, 2.2445], [3.9614, 5.4942, 3.1643], [1.4974, 6.9964, 3.9621], [2.9638, 6.6023, 4.8653], [-2.2312, -1.0288, -2.0871], [-2.8943, -0.1741, -1.1485], [-2.1500, 0.7726, -0.3781], [-3.7744, -1.0717, -0.1725], [-3.1117, -2.1466, 0.5288], [-2.2444, -1.6576, 1.6717], [-4.2238, 0.6601, -1.9438], [-2.5371, -2.7465, -0.1794], [-3.9156, -2.7732, 0.9088], [-1.3971, -1.0771, 1.3098], [-1.8588, -2.5076, 2.2349], [-2.8192, -1.0189, 2.3419], [-4.8072, -0.0626, -2.5070], [-3.7803, 1.3965, -2.6100], [-4.8283, 1.1519, -1.1870], [-0.9964, -6.2408, -2.3131], [0.1463, -5.3863, -2.1947], [1.4312, -5.8377, -2.6322], [0.2530, -4.8951, -0.6786], [0.2774, -5.9051, 0.3494], [1.6073, -6.6274, 0.4357], [-0.1960, -3.8178, -2.9105], [-0.5469, -6.6036, 0.1946], [0.0823, -5.3698, 1.2769], [1.7973, -7.2190, -0.4582], [1.6116, -7.2979, 1.2954], [2.4239, -5.9131, 0.5381], [-1.1574, -3.4639, -2.5486], [-0.2234, -3.9570, -3.9887], [0.5992, -3.1285, -2.6410]],
  "forces_ev_per_angstrom": [[0.16, 0.51, 0.39], [-0.98, -0.06, -0.15], [1.07, 0.39, -0.34], [0.09, -0.97, 0.48], [-0.28, 0.34, -0.22], [-0.06, 1.18, -0.84], [-0.19, -0.89, 0.78], [0.00, -0.15, -0.45], [0.27, 0.21, 0.03], [-0.03, -0.35, -0.23], [-0.10, -0.08, 0.13], [-0.02, -0.12, -0.29], [0.27, 0.13, -0.12], [0.18, 0.01, 0.13], [-0.24, -0.21, 0.25], [-0.16, -0.15, 0.19], [-0.22, -0.26, 0.11], [0.22, 0.14, -0.01], [0.30, 0.21, -0.19], [-0.15, 0.06, 0.04], [-0.10, 0.05, 0.31], [0.25, -0.03, 0.02], [-0.56, 0.02, 0.16], [0.18, -0.05, -0.09], [0.02, 0.14, -0.12], [0.29, -0.41, 0.30], [0.05, 0.22, -0.10], [-0.04, -0.03, -0.03], [-0.01, 0.11, -0.09], [-0.14, 0.11, -0.10], [0.01, -0.02, -0.01], [-0.07, -0.05, -0.02], [-0.02, -0.05, 0.03], [0.00, -0.01, 0.01], [0.05, -0.01, 0.00], [0.02, 0.00, 0.02], [0.06, -0.15, -0.04], [0.01, 0.36, 0.20], [-0.07, -0.13, -0.07], [0.00, 0.11, -0.14], [0.04, -0.40, 0.36], [0.07, 0.02, -0.21], [-0.07, 0.05, 0.03], [-0.01, 0.05, -0.14], [-0.03, 0.16, -0.10], [-0.02, -0.01, 0.01], [-0.05, 0.05, 0.05], [-0.01, 0.01, 0.06], [0.01, 0.04, 0.00], [0.01, -0.07, 0.00], [0.01, -0.01, 0.02]]
}

No. 2
{
  "formula": "C4H6N2O",
  "method": "ωB97M-V/def2-TZVPD",
  "homo_ev": -8.98,
  "spin_multiplicity": 1,
  "gap_ev": 9.860,
  "total_energy_ha": -340.59534,
  "fmax_ha_per_bohr": 0.1828,
  "smiles": "COn1ccnc1",
  "e_lumo_ev": 0.88,
  "elements": ["C", "C", "C", "C", "H", "H", "H", "H", "H", "H", "N", "N", "O"],
  "positions_angstrom": [[0.3686, 1.7727, -0.9729], [0.5962, -1.2448, -0.1783], [0.0763, -2.0709, 0.9362], [-0.9118, -0.1788, 1.2854], [0.4874, 2.6598, -0.2857], [1.2594, 1.0634, -1.2493], [0.2538, 2.3832, -1.9840], [1.0606, -1.3196, -1.0614], [0.2253, -3.3168, 1.0669], [-1.7108, 0.6967, 1.3698], [-0.2925, -0.0476, 0.1006], [-0.6720, -1.3330, 1.8045], [-0.7405, 0.9358, -0.8318]],
  "forces_ev_per_angstrom": [[1.95, 1.86, -4.22], [-6.70, 0.80, 6.54], [2.53, -1.07, -2.29], [-1.68, 2.71, -2.41], [0.11, -1.71, 0.25], [-1.08, 1.91, 1.22], [-0.24, -1.42, 1.68], [1.62, -0.55, -2.91], [-0.10, 4.10, -0.12], [1.74, -2.28, 1.01], [1.51, -1.57, -1.30], [-0.59, -1.71, 0.86], [0.94, -1.06, 1.69]]
}

- Number 1 is which compound?
  C11H28FINO6PS2

Copy entry 2 word for word.
{
  "formula": "C4H6N2O",
  "method": "ωB97M-V/def2-TZVPD",
  "homo_ev": -8.98,
  "spin_multiplicity": 1,
  "gap_ev": 9.860,
  "total_energy_ha": -340.59534,
  "fmax_ha_per_bohr": 0.1828,
  "smiles": "COn1ccnc1",
  "e_lumo_ev": 0.88,
  "elements": ["C", "C", "C", "C", "H", "H", "H", "H", "H", "H", "N", "N", "O"],
  "positions_angstrom": [[0.3686, 1.7727, -0.9729], [0.5962, -1.2448, -0.1783], [0.0763, -2.0709, 0.9362], [-0.9118, -0.1788, 1.2854], [0.4874, 2.6598, -0.2857], [1.2594, 1.0634, -1.2493], [0.2538, 2.3832, -1.9840], [1.0606, -1.3196, -1.0614], [0.2253, -3.3168, 1.0669], [-1.7108, 0.6967, 1.3698], [-0.2925, -0.0476, 0.1006], [-0.6720, -1.3330, 1.8045], [-0.7405, 0.9358, -0.8318]],
  "forces_ev_per_angstrom": [[1.95, 1.86, -4.22], [-6.70, 0.80, 6.54], [2.53, -1.07, -2.29], [-1.68, 2.71, -2.41], [0.11, -1.71, 0.25], [-1.08, 1.91, 1.22], [-0.24, -1.42, 1.68], [1.62, -0.55, -2.91], [-0.10, 4.10, -0.12], [1.74, -2.28, 1.01], [1.51, -1.57, -1.30], [-0.59, -1.71, 0.86], [0.94, -1.06, 1.69]]
}